No. 1
Computed, not measured: C24H61MgO15S8 as an isolated structure in a non-equilibrium geometry, with ωB97M-V/def2-TZVPD.

Geometry (Å):
1 Mg -1.02973 -0.36296 -2.12824
2 O 0.08469 0.39147 -0.91582
3 H 0.52885 0.92018 -0.22464
4 C 0.55129 0.13659 5.39710
5 C 1.73011 -0.54291 6.14292
6 C 1.72615 -2.05798 6.03813
7 O 3.01421 -2.41810 5.46356
8 C 3.74558 -1.32153 5.13107
9 O 4.84878 -1.40440 4.62343
10 O 2.96992 -0.17768 5.46618
11 H 0.65591 0.02982 4.31740
12 H 0.46978 1.18809 5.67243
13 H -0.43672 -0.14419 5.76193
14 H 1.83048 -0.29963 7.20067
15 H 0.84077 -2.33882 5.46776
16 H 1.62976 -2.47408 7.04096
17 C 3.20347 1.91833 2.11642
18 C 2.53964 1.61717 0.80884
19 C 2.19492 2.96067 0.11550
20 O 3.03732 2.99565 -0.99423
21 C 3.74523 1.89577 -1.09913
22 O 4.60213 1.71148 -1.96921
23 O 3.35280 0.97265 -0.17576
24 H 3.59870 0.95799 2.44757
25 H 2.47296 2.10965 2.90245
26 H 4.05628 2.58854 2.00859
27 H 1.66052 1.00480 1.00946
28 H 2.51816 3.71998 0.82759
29 H 1.13782 3.05243 -0.13394
30 C 2.66382 -1.67919 -2.46706
31 S 1.33371 -1.66818 -3.78670
32 O 0.41662 -0.48186 -3.41625
33 C 2.42838 -1.08916 -5.15483
34 H 3.26251 -2.54633 -2.74585
35 H 2.26415 -1.84225 -1.46617
36 H 3.34688 -0.83023 -2.49511
37 H 1.84789 -1.03161 -6.07560
38 H 3.30827 -1.71403 -5.30793
39 H 2.66642 -0.07784 -4.82518
40 C -4.72686 4.82549 -0.44315
41 S -3.65518 4.25441 0.84311
42 O -4.38644 3.09477 1.52824
43 C -2.42348 3.52366 -0.28243
44 H -4.25560 5.43863 -1.21131
45 H -5.59526 5.31629 -0.00372
46 H -5.19705 3.96592 -0.92081
47 H -1.50554 3.30165 0.26181
48 H -2.29745 4.22379 -1.10829
49 H -2.82815 2.60898 -0.71567
50 C -4.22110 -1.27493 -5.01490
51 S -2.44663 -1.66061 -4.96767
52 O -1.91977 -1.02276 -3.65366
53 C -2.63931 -3.46158 -4.54017
54 H -4.69784 -1.39130 -4.04162
55 H -4.63230 -1.93929 -5.77493
56 H -4.48558 -0.24817 -5.26769
57 H -3.32201 -4.07069 -5.13262
58 H -3.13302 -3.58284 -3.57599
59 H -1.64174 -3.89204 -4.45267
60 C -1.26092 2.20433 3.07964
61 S 0.08077 3.33093 3.80162
62 O 0.82107 4.01739 2.65723
63 C -0.94336 4.66146 4.55639
64 H -2.09368 2.76759 2.65851
65 H -1.50291 1.48024 3.85760
66 H -0.71066 1.63807 2.32820
67 H -0.33391 5.40473 5.07042
68 H -1.54077 4.22263 5.35553
69 H -1.67816 5.02213 3.83661
70 C -0.91796 1.97035 -5.34418
71 S -1.07084 2.51314 -3.60855
72 O -1.54716 1.33130 -2.74902
73 C 0.69659 2.93848 -3.25280
74 H -1.70837 1.34523 -5.75960
75 H -0.02662 1.36506 -5.50924
76 H -0.88934 2.85509 -5.98019
77 H 0.90390 4.00497 -3.34068
78 H 1.28534 2.25712 -3.86699
79 H 0.79115 2.72081 -2.18895
80 C 0.29339 -2.74498 0.68932
81 S -0.95924 -3.16265 -0.54768
82 O -0.90824 -2.11017 -1.65037
83 C -0.13523 -4.66105 -1.32550
84 H 0.22294 -1.70861 1.01959
85 H 1.27708 -2.71449 0.22080
86 H 0.28526 -3.39834 1.56176
87 H -0.77107 -4.82953 -2.19465
88 H -0.08003 -5.45907 -0.58508
89 H 0.89007 -4.38859 -1.57576
90 C 4.24085 -4.61508 2.16366
91 S 4.44233 -3.72740 0.56365
92 O 3.20076 -4.16122 -0.20391
93 C 4.18979 -1.97271 1.11799
94 H 3.27679 -4.41303 2.63041
95 H 4.99554 -4.24525 2.85776
96 H 4.24931 -5.69256 1.99913
97 H 4.98240 -1.63171 1.78402
98 H 3.34309 -1.95319 1.80415
99 H 3.89224 -1.34978 0.27448
100 C -4.03472 -0.44667 1.37908
101 S -4.17566 -0.28231 -0.45215
102 O -2.81973 -0.37937 -1.15523
103 C -5.06979 -1.83897 -0.78353
104 H -3.24169 -1.05655 1.81181
105 H -5.07181 -0.75390 1.51385
106 H -3.89076 0.55557 1.78269
107 H -6.08721 -1.83704 -0.39243
108 H -4.52262 -2.57739 -0.19749
109 H -5.17665 -2.17216 -1.81584

Summary:
HOMO energy ... -10.138 eV
Max |F| ... 6.0 eV/A
Total charge ... +1
Spin multiplicity ... 1
LUMO ... -1.785 eV
Electronic energy ... -148707.0058 eV
Gap between HOMO and LUMO ... 8.35 eV

No. 2
Computed, not measured: C12H18As2F13O9Pt as an isolated structure in a non-equilibrium geometry, with ωB97M-V/def2-TZVPD.

Geometry (Å):
1 Pt -23.78668 25.58819 7.03283
2 As -21.59746 29.80928 4.03634
3 F -21.41055 28.75548 2.63120
4 F -20.76731 31.18389 3.31050
5 F -21.82617 30.79575 5.49809
6 F -22.53408 28.62030 4.95352
7 F -20.08791 29.17892 4.71198
8 F -23.15431 30.30622 3.31651
9 As -28.76182 28.89728 7.20478
10 F -30.24083 29.87117 7.46684
11 F -27.67126 29.68880 8.39907
12 F -27.36592 27.73520 6.88295
13 F -29.74421 28.05364 6.06833
14 F -28.31678 30.04506 5.83764
15 F -29.16965 27.72526 8.45855
16 F -20.98988 24.19220 6.57111
17 C -29.87448 18.89684 9.96956
18 C -29.23851 19.60656 8.78502
19 C -30.05875 20.70562 8.08310
20 O -29.07757 21.71512 8.01300
21 C -28.01652 21.55907 8.88173
22 O -27.17103 22.40430 9.16526
23 O -28.05981 20.30627 9.34675
24 H -30.74211 18.27004 9.76356
25 H -30.32899 19.61796 10.64890
26 H -29.10264 18.23735 10.36634
27 H -28.97695 18.99715 7.91997
28 H -30.86211 20.89642 8.79465
29 H -30.42667 20.17526 7.20477
30 C -29.43892 21.82309 0.32550
31 C -28.64384 21.21309 1.56566
32 C -27.38051 20.42224 1.27141
33 O -26.42965 21.14291 2.03086
34 C -26.88461 22.29533 2.55589
35 O -26.19396 23.12763 3.19929
36 O -28.16187 22.34114 2.34513
37 H -30.07843 21.12836 -0.21900
38 H -28.70311 22.27461 -0.33995
39 H -30.24223 22.48686 0.64520
40 H -29.31986 20.64632 2.20586
41 H -27.28909 20.39724 0.18554
42 H -27.46229 19.35616 1.48329
43 C -19.55725 26.02218 14.87416
44 C -19.89657 27.09640 13.76541
45 C -18.88028 27.32532 12.65644
46 O -19.75365 27.41083 11.56372
47 C -21.00071 27.05008 11.89580
48 O -21.91689 26.94510 11.06322
49 O -21.13544 26.78887 13.13425
50 H -19.54706 25.02227 14.44037
51 H -20.23323 25.85218 15.71216
52 H -18.52375 26.06520 15.21783
53 H -20.18864 28.01899 14.26704
54 H -18.05186 26.62554 12.54626
55 H -18.30717 28.25213 12.68222

Summary:
HOMO energy (spin up / spin down) ... -8.913 / -8.912 eV
Max |F| ... 6.3 eV/A
Total charge ... -1
Spin multiplicity ... 3
LUMO (spin up / spin down) ... -3.784 / -5.664 eV
Electronic energy ... -191410.5015 eV
<S²> ... 2.05
Energy above the lowest of the compared OMol25 structures with the same formula, charge and spin ... 1165.05 kJ/mol
Gap between HOMO and LUMO (spin up / spin down) ... 5.13 / 3.25 eV